1.
Entry from the Open Molecules 2025 dataset: C7H9N3O3 in the gas phase in a non-equilibrium geometry (ωB97M-V/def2-TZVPD).

Properties
* molecular weight: 183.17 g/mol
* SMILES: CC(=C=O)/N=C(/C)N(N=O)[C@@H]1CO1
* spin multiplicity: 1
* energy relative to the best compared isomer or geometry (same formula, charge and spin): 175.3 kcal per mole
* HOMO (alpha / beta): -7.932 / -7.933 eV
* frontier orbital gap (alpha / beta): 8.23 / 8.23 eV

Geometry as XYZ:
```
22
Properties=species:S:1:pos:R:3:mulliken_charge:R:1
O -0.012 2.541 0.212 -0.571
O -3.264 0.391 0.470 -0.405
O 2.717 2.139 0.222 -0.362
N 0.142 1.351 0.125 0.123
N 0.962 -1.034 -0.138 -0.298
N -0.838 0.486 -0.030 0.306
C 2.139 -0.282 -0.061 0.265
C -1.215 -1.965 -0.137 -1.537
C 2.379 1.052 0.091 0.710
C 3.496 -0.991 -0.099 -1.185
C -0.278 -0.813 -0.106 0.478
C -2.183 0.785 -0.348 0.121
C -2.879 1.762 0.452 -0.514
H -3.578 2.520 -0.005 0.261
H -1.948 -2.071 0.519 0.515
H 4.220 -0.339 0.552 0.328
H -2.365 2.189 1.351 0.205
H 3.802 -1.391 -1.143 0.226
H -1.740 -2.113 -1.036 0.335
H 3.368 -1.982 0.530 0.270
H -0.610 -2.871 0.075 0.340
H -2.315 0.634 -1.496 0.390
```

***

2.
Entry from the Open Molecules 2025 dataset: C7H9N3O3S2 in the gas phase in a non-equilibrium geometry (ωB97M-V/def2-TZVPD).

Properties
* molecular weight: 247.30 g/mol
* spin multiplicity: 1
* energy relative to the best compared isomer or geometry (same formula, charge and spin): 66.7 kcal per mole
* HOMO: -8.829 eV
* frontier orbital gap: 8.75 eV

Geometry as XYZ:
```
24
Properties=species:S:1:pos:R:3:mulliken_charge:R:1
S -1.088 0.695 2.539 -0.172
S 0.290 -1.806 -2.393 0.540
O 1.042 -3.061 -2.742 -0.666
O -3.221 -0.713 -0.796 -0.622
O -1.755 0.319 -1.981 -0.548
N 0.025 0.115 0.121 0.313
N 0.866 2.008 1.344 -0.487
N -2.078 -0.354 -1.046 1.164
C 0.070 0.928 1.254 0.610
C 1.563 -0.699 -1.607 -0.878
C -0.442 2.138 3.281 -0.339
C -0.966 -0.830 -0.114 -0.755
C -0.493 -2.179 -0.755 -1.010
C 0.892 0.526 -1.073 -0.482
C 0.627 2.597 2.573 -0.289
H 1.732 1.223 -0.811 0.379
H 1.257 3.513 2.900 0.315
H 2.376 -0.446 -2.208 0.548
H -0.603 2.369 4.347 0.386
H -1.380 -0.940 0.858 0.463
H 0.342 -2.579 -0.168 0.407
H 2.004 -1.235 -0.798 0.366
H 0.275 1.226 -1.746 0.267
H -1.334 -2.815 -0.980 0.488
```

***

3.
Entry from the Open Molecules 2025 dataset: a gas-phase ion, C7H9N4 (charge +1) in a non-equilibrium geometry (ωB97M-V/def2-TZVPD).

Properties
* molecular weight: 149.18 g/mol
* SMILES: Cc1ccnc2n(C)nc[n+]12
* spin multiplicity: 1
* energy relative to the best compared isomer or geometry (same formula, charge and spin): 62.6 kcal per mole
* HOMO: -14.055 eV
* net charge: +1
* frontier orbital gap: 9.35 eV

Geometry as XYZ:
```
20
Properties=species:S:1:pos:R:3:mulliken_charge:R:1
N -0.437 -0.433 0.022 -0.084
N 0.988 1.609 0.313 -0.441
N 1.223 -1.772 -0.414 -0.675
N 1.900 -0.622 -0.125 0.461
C -0.153 2.217 0.527 -0.304
C 1.091 0.392 0.100 0.417
C -2.955 -0.316 0.368 -1.454
C -0.029 -1.628 -0.381 -0.056
C 3.281 -0.696 -0.626 -0.774
C -1.522 0.253 0.313 1.150
C -1.393 1.621 0.505 -0.570
H 3.340 -0.828 -1.709 0.312
H -2.302 2.193 0.620 0.433
H -2.970 -1.405 0.447 0.363
H 3.940 -1.604 -0.332 0.269
H -0.016 3.234 0.904 0.422
H -0.684 -2.363 -0.755 0.425
H -3.608 0.138 1.110 0.403
H 3.797 0.131 -0.230 0.384
H -3.492 -0.121 -0.657 0.320
```

***

4.
Entry from the Open Molecules 2025 dataset: C7H9NO in the gas phase in a non-equilibrium geometry (ωB97M-V/def2-TZVPD).

Properties
* molecular weight: 123.15 g/mol
* SMILES: COCc1ccccn1
* spin multiplicity: 1
* energy relative to the best compared isomer or geometry (same formula, charge and spin): 72.7 kcal per mole
* HOMO: -9.634 eV
* frontier orbital gap: 10.40 eV

Geometry as XYZ:
```
18
Properties=species:S:1:pos:R:3:mulliken_charge:R:1
O 2.301 0.522 -0.229 -0.306
N -0.674 -1.262 -0.401 -0.434
C -0.637 1.184 -0.306 -0.949
C -2.657 0.026 0.310 -0.332
C 2.511 -0.246 0.963 -0.625
C -0.088 -0.034 -0.639 0.468
C 1.335 -0.142 -1.067 -0.413
C -1.947 -1.142 0.064 -0.110
C -1.941 1.243 0.103 -0.328
H 1.542 -0.549 1.466 0.275
H 1.483 -1.355 -1.156 0.283
H 1.376 0.437 -2.131 0.270
H -2.477 2.138 0.416 0.356
H -2.648 -2.069 0.119 0.243
H 3.331 0.421 1.689 0.205
H -0.132 1.935 -0.433 0.781
H -3.740 0.058 0.508 0.333
H 3.063 -1.163 0.722 0.282
```

***

Question: Which formula does entry 3 have?
Answer: C7H9N4

***

Question: What is the molecular weight in the third record?
Answer: 149.18 g/mol

***

Question: Which value of spin multiplicity does entry 1 give?
Answer: 1